No. 1
Density functional theory data (ωB97M-V/def2-TZVPD) for a single C27H48O3 molecule at a distorted geometry.

Calculated values
**Electronic energy**: -34922.522 eV
**ΔE to the lowest compared entry with this formula, charge and spin**: 3.9 kcal/mol
**Structure (SMILES)**: CC(C)CCC[C@H](C)[C@@H]1CC[C@@H]2[C@@H]3C[C@H](O)[C@@]4(O)C[C@H](O)CC[C@]4(C)[C@H]3CC[C@@]21C
**Highest occupied orbital energy**: -0.3503 Ha
**Spin multiplicity**: 1
**Orbital gap**: 10.091 eV

Geometry (Å):
C 2.92 3.21 1.53
H 3.78 3.57 2.09
H 2.20 4.01 1.43
H 2.46 2.40 2.09
C 3.36 2.72 0.15
C 3.93 3.89 -0.65
H 4.80 4.31 -0.15
H 4.24 3.57 -1.65
H 3.19 4.67 -0.76
C 4.39 1.59 0.30
C 4.61 0.76 -0.97
C 3.46 -0.20 -1.31
H 2.53 0.35 -1.21
H 3.56 -0.50 -2.35
C 3.43 -1.46 -0.43
C 4.51 -2.44 -0.91
H 5.49 -1.95 -0.95
H 4.28 -2.81 -1.90
H 4.59 -3.28 -0.23
H 3.67 -1.18 0.60
C 2.08 -2.19 -0.41
C 1.27 -2.18 -1.71
H 1.14 -1.17 -2.09
H 1.74 -2.77 -2.49
C -0.08 -2.77 -1.29
H -0.89 -2.36 -1.89
H -0.08 -3.85 -1.45
C -0.26 -2.47 0.21
C -1.47 -1.60 0.57
C -2.78 -2.35 0.29
H -2.85 -2.58 -0.77
C -4.00 -1.51 0.67
O -5.19 -2.14 0.23
H -5.20 -3.04 0.57
H -4.04 -1.37 1.76
C -3.95 -0.14 -0.03
C -5.19 0.69 0.33
H -5.21 0.88 1.40
C -5.23 2.02 -0.44
C -3.92 2.79 -0.27
H -3.87 3.20 0.74
C -2.69 1.93 -0.55
H -1.80 2.53 -0.36
H -2.68 1.65 -1.60
C -2.64 0.63 0.29
C -2.53 0.99 1.78
H -3.30 1.68 2.08
H -1.57 1.47 1.96
H -2.60 0.12 2.41
C -1.46 -0.26 -0.16
C -0.07 0.41 -0.03
C 0.86 -0.31 0.94
H 1.83 0.19 0.93
C 1.06 -1.81 0.70
C 1.50 -2.43 2.03
H 1.69 -3.50 1.92
H 0.73 -2.30 2.79
H 2.42 -1.96 2.39
H 0.46 -0.18 1.95
H -0.17 1.44 0.31
H 0.39 0.45 -1.02
H -1.64 -0.45 -1.22
H -3.92 3.63 -0.97
H -6.06 2.63 -0.05
O -5.54 1.82 -1.80
H -4.91 1.16 -2.12
H -6.08 0.11 0.08
O -3.97 -0.40 -1.44
H -4.67 -1.05 -1.56
H -2.80 -3.29 0.85
H -1.42 -1.43 1.65
H -0.38 -3.42 0.74
H 2.31 -3.25 -0.22
H 5.54 0.19 -0.86
H 4.76 1.44 -1.82
H 5.35 2.03 0.60
H 4.08 0.92 1.10
H 2.48 2.33 -0.38

Atomic partial charges in e from the natural (NBO) method, atoms 1 to 5: -0.600 0.201 0.206 0.205 -0.219

=====

No. 2
Density functional theory data (ωB97M-V/def2-TZVPD) for a single C27H49ClF3N2OP molecule at a distorted geometry.

Calculated values
**Electronic energy**: -63768.976 eV
**ΔE to the lowest compared entry with this formula, charge and spin**: 327.7 kcal/mol
**Structure (SMILES)**: CCCCCCCCCCCCCC[C@@]1(C(F)(F)F)C(=O)N[C@H](P(C)C)[C@]1(N=C(C)C)[C@H](Cl)CC
**Highest occupied orbital energy**: -0.2661 Ha
**Spin multiplicity**: 1
**Orbital gap**: 7.007 eV

Geometry (Å):
C 9.05 2.78 1.69
C 8.94 2.04 0.19
C 7.38 1.66 -0.16
C 7.23 0.21 -0.97
C 6.45 -0.94 -0.09
C 5.21 -1.68 -0.91
C 4.74 -2.97 0.01
C 3.10 -3.25 -0.06
C 2.53 -3.80 1.40
C 0.93 -4.27 1.34
C -0.01 -2.94 1.10
C -1.49 -3.03 1.83
C -1.82 -1.58 2.60
C -3.10 -0.78 2.00
C -2.83 0.58 1.14
C -2.50 1.79 2.20
F -2.00 3.06 1.53
F -3.65 2.08 3.15
F -1.38 1.47 3.16
C -1.39 0.36 0.40
O -0.17 0.85 0.53
N -1.77 -0.60 -0.71
C -3.02 0.10 -1.27
P -2.31 1.02 -2.75
C -1.84 -0.14 -4.19
C -0.97 2.30 -2.34
C -3.93 0.86 -0.09
N -5.14 -0.09 -0.18
C -6.22 0.31 0.52
C -6.40 0.52 2.14
C -7.61 0.55 -0.38
C -4.22 2.38 -0.59
Cl -5.06 3.50 0.68
C -5.28 2.49 -1.88
C -4.71 3.67 -2.92
H 9.45 2.04 2.53
H 8.00 3.22 2.04
H 9.77 3.73 1.61
H 9.39 2.78 -0.62
H 9.67 1.10 0.23
H 6.82 1.54 0.87
H 6.96 2.55 -0.81
H 8.35 -0.16 -1.15
H 6.77 0.41 -2.03
H 7.25 -1.79 0.14
H 6.02 -0.50 0.92
H 4.35 -0.93 -1.16
H 5.68 -2.04 -1.94
H 5.04 -2.71 1.13
H 5.33 -3.90 -0.40
H 2.88 -4.12 -0.84
H 2.54 -2.28 -0.42
H 3.23 -4.68 1.81
H 2.67 -2.90 2.16
H 0.70 -4.78 2.38
H 0.82 -5.08 0.50
H 0.63 -2.01 1.48
H -0.13 -2.77 -0.07
H -2.26 -3.25 0.97
H -1.40 -3.92 2.62
H -2.13 -1.93 3.70
H -0.83 -0.98 2.74
H -3.76 -1.60 1.44
H -3.77 -0.46 2.93
H -2.05 -1.57 -0.46
H -3.68 -0.78 -1.73
H -2.70 -0.97 -4.24
H -1.89 0.43 -5.22
H -0.84 -0.73 -4.02
H 0.08 1.74 -2.36
H -0.89 3.15 -3.18
H -1.05 2.77 -1.25
H -5.94 -0.36 2.80
H -7.57 0.46 2.38
H -6.08 1.59 2.53
H -7.80 1.73 -0.35
H -8.52 -0.06 0.04
H -7.38 0.32 -1.52
H -3.21 2.97 -0.82
H -5.29 1.48 -2.47
H -6.35 2.85 -1.53
H -5.17 4.72 -2.63
H -3.54 3.77 -2.84
H -4.94 3.38 -4.04

Atomic partial charges in e from the Mulliken method, atoms 1 to 5: -0.886 -0.375 -0.555 -0.468 -0.659